Density functional theory data (wB97M-V/def2-TZVPD) for a cluster of 2 separate species, C16H17N in total.

Structure (XYZ):
```
34
Properties=species:S:1:pos:R:3:forces:R:3
C 3.985 -1.950 3.108 -0.10 0.24 -0.07
C 2.600 -2.479 2.911 0.07 -0.14 0.32
C 1.894 -3.291 3.742 0.30 0.00 -0.09
N 0.623 -3.509 3.244 -0.15 -0.17 0.34
C 0.482 -2.796 2.078 0.24 0.43 0.03
C -0.612 -2.639 1.233 0.03 -0.17 0.24
C -0.457 -1.835 0.122 -0.44 -0.18 -0.11
C 0.748 -1.193 -0.149 0.78 0.16 0.21
C 1.832 -1.330 0.703 -0.09 -0.01 -0.11
C 1.712 -2.130 1.841 -0.43 -0.25 -0.17
H 3.920 -0.971 3.589 0.18 0.07 -0.11
H 4.485 -1.830 2.147 0.05 0.08 -0.01
H 4.629 -2.567 3.730 -0.16 -0.21 0.07
H 2.243 -3.761 4.649 -0.19 -0.03 0.02
H -0.123 -3.929 3.781 0.21 0.08 -0.33
H -1.544 -3.143 1.461 -0.05 0.04 -0.15
H -1.290 -1.720 -0.560 0.00 0.02 0.04
H 0.879 -0.573 -1.024 -0.24 0.02 -0.11
H 2.765 -0.825 0.483 -0.02 0.01 0.01
C -2.102 4.008 -4.348 0.27 0.09 -0.06
C -1.975 3.196 -3.086 -0.05 0.54 -0.01
C -1.909 1.815 -3.112 -0.19 -0.60 0.27
C -1.806 1.077 -1.933 -0.21 0.19 -0.20
C -1.768 1.726 -0.709 0.15 0.00 0.07
C -1.807 3.109 -0.674 0.09 0.29 -0.21
C -1.907 3.841 -1.854 0.03 -0.29 0.34
H -1.319 3.741 -5.060 0.00 0.00 -0.02
H -1.993 5.068 -4.121 -0.01 0.01 -0.04
H -3.054 3.879 -4.859 -0.13 -0.13 0.09
H -1.993 1.282 -4.052 0.10 0.07 -0.07
H -1.800 -0.004 -1.972 0.08 -0.01 -0.05
H -1.679 1.169 0.214 -0.01 -0.10 -0.02
H -1.732 3.640 0.267 -0.07 -0.07 0.03
H -1.926 4.922 -1.790 -0.03 0.02 -0.15
```
Forces are in eV/Å.

Energy relative to the best compared isomer or geometry (same formula, charge and spin), kJ/mol: 6.0
HOMO level, eV: -7.811
E_LUMO, eV: 0.93

Here are the natural (NBO) charges for atoms 1 to 4, given in e: -0.6246 -0.0932 -0.0298 -0.5475

***

Density functional theory data (wB97M-V/def2-TZVPD) for a cluster of 2 separate species, C16H17N in total.

Structure (XYZ):
```
34
Properties=species:S:1:pos:R:3:forces:R:3
C -2.741 -0.681 0.245 0.06 1.59 0.41
C -2.209 0.501 -0.535 -0.33 -0.61 1.17
C -2.690 1.774 -0.488 0.17 -0.48 -1.48
N -2.121 2.462 -1.566 1.04 0.95 1.15
C -1.006 1.757 -1.989 -1.06 -0.19 -0.88
C -0.164 2.133 -3.041 -0.07 -0.21 0.03
C 0.702 1.173 -3.506 0.09 -0.38 1.00
C 0.657 -0.132 -2.956 -0.11 0.35 -1.28
C -0.273 -0.516 -2.025 0.21 -0.41 0.42
C -1.092 0.462 -1.432 0.04 0.62 -0.92
H -2.649 -0.435 1.310 0.74 -0.64 0.03
H -2.177 -1.540 -0.103 -0.44 -0.45 0.55
H -3.830 -0.735 0.196 0.07 -0.54 -0.79
H -3.459 2.195 0.133 -0.19 0.07 -0.14
H -2.074 3.464 -1.648 -0.32 0.11 0.26
H -0.288 3.096 -3.522 0.21 0.06 0.12
H 1.459 1.355 -4.246 -0.03 0.29 -0.39
H 1.241 -0.851 -3.521 0.10 -0.28 0.52
H -0.346 -1.577 -1.809 -0.11 0.14 0.31
C 0.943 1.068 2.738 -0.01 0.52 0.50
C 1.354 -0.365 2.540 -0.26 0.44 -1.23
C 1.023 -1.404 3.413 -0.80 0.89 -0.12
C 1.372 -2.700 3.129 1.05 -0.49 -0.09
C 2.244 -2.961 2.062 -0.30 -0.16 0.48
C 2.480 -1.971 1.136 -0.38 1.00 -0.46
C 1.984 -0.674 1.343 0.55 -1.40 0.52
H 0.721 1.231 3.796 -0.03 0.27 -0.13
H 0.101 1.433 2.139 -0.26 -0.67 0.10
H 1.722 1.767 2.417 0.28 -0.25 0.35
H 0.397 -1.129 4.256 0.07 -0.29 0.14
H 1.073 -3.551 3.730 0.01 0.27 0.31
H 2.755 -3.915 2.061 -0.29 -0.18 -0.54
H 2.955 -2.113 0.175 0.43 -0.46 0.21
H 2.193 0.045 0.576 -0.13 0.52 -0.11
```
Forces are in eV/Å.

Energy relative to the best compared isomer or geometry (same formula, charge and spin), kJ/mol: 96.4
HOMO level, eV: -7.847
E_LUMO, eV: 0.84

Here are the natural (NBO) charges for atoms 1 to 4, given in e: -0.6369 -0.0601 -0.0495 -0.5257

***

Density functional theory data (wB97M-V/def2-TZVPD) for a cluster of 2 separate species, C16H17N in total.

Structure (XYZ):
```
34
Properties=species:S:1:pos:R:3:forces:R:3
C 2.620 0.445 1.487 -0.04 0.41 0.25
C 1.445 -0.478 1.486 0.10 -0.18 -0.55
C 1.363 -1.572 0.692 -0.16 -0.17 0.15
N 0.049 -2.059 0.610 -0.25 -0.14 1.07
C -0.696 -1.284 1.518 0.16 0.32 -0.42
C -2.039 -1.395 1.841 0.49 -0.23 0.17
C -2.514 -0.561 2.839 -0.38 -0.45 -0.14
C -1.690 0.386 3.439 0.31 0.33 0.40
C -0.365 0.531 3.077 0.31 -0.55 -0.41
C 0.135 -0.311 2.077 -0.04 0.35 0.10
H 2.677 1.103 2.350 -0.05 -0.23 0.41
H 2.561 1.154 0.658 0.02 -0.24 -0.23
H 3.550 -0.115 1.419 0.10 0.05 -0.07
H 2.153 -2.057 0.145 0.02 0.03 -0.18
H -0.122 -3.041 0.803 0.29 -0.11 -0.64
H -2.612 -2.174 1.357 -0.35 0.05 0.15
H -3.515 -0.725 3.217 -0.08 0.25 -0.12
H -2.067 0.997 4.246 -0.17 0.00 0.08
H 0.345 1.145 3.613 -0.26 0.44 0.02
C -1.637 1.579 -1.173 0.17 -0.31 -0.19
C -0.623 0.940 -2.098 -0.30 0.30 0.69
C 0.241 1.767 -2.815 -0.75 0.06 -0.10
C 1.174 1.210 -3.656 1.05 -0.36 0.04
C 1.335 -0.178 -3.691 -0.15 0.37 -0.22
C 0.557 -0.987 -2.890 0.11 -0.28 -0.17
C -0.451 -0.431 -2.111 0.39 -0.18 -0.17
H -1.118 1.896 -0.268 -0.13 0.20 0.10
H -2.420 0.885 -0.871 0.02 -0.11 -0.02
H -2.114 2.430 -1.654 0.01 0.18 0.09
H 0.067 2.838 -2.720 0.35 -0.08 -0.17
H 1.923 1.792 -4.188 -0.45 0.22 -0.10
H 2.045 -0.609 -4.383 0.21 -0.04 0.14
H 0.782 -2.051 -2.881 -0.35 0.08 0.05
H -1.042 -1.069 -1.476 -0.18 0.01 0.04
```
Forces are in eV/Å.

Energy relative to the best compared isomer or geometry (same formula, charge and spin), kJ/mol: 41.1
HOMO level, eV: -8.025
E_LUMO, eV: 0.92

Here are the natural (NBO) charges for atoms 1 to 4, given in e: -0.6316 -0.0678 -0.0232 -0.5808

***

Question: Which value of HOMO level does entry 3 give?
Answer: -8.025 eV